[1]
{"formula": "C4H8O2", "method": "wB97M-V/def2-TZVPD", "fmax_ev_per_a": 0.6, "homo_lumo_gap_ev": 7.4647, "symbols": ["O", "C", "C", "C", "C", "O", "H", "H", "H", "H", "H", "H", "H", "H"], "xyz": [[1.137, 0.557, -0.036], [1.856, -0.593, -0.816], [0.139, -0.810, 0.155], [-1.011, -0.044, 0.882], [-1.696, 1.004, 0.050], [-1.177, 1.591, -0.882], [0.629, 1.127, -0.650], [2.877, -0.562, -0.419], [1.875, -0.265, -1.863], [0.561, -1.536, 0.842], [-0.285, -1.313, -0.713], [-1.765, -0.772, 1.212], [-0.631, 0.449, 1.787], [-2.742, 1.248, 0.319]]}

---

[2]
{"formula": "C3H4FNS", "method": "wB97M-V/def2-TZVPD", "smiles": "NC(=S)/C=C/F", "fmax_ev_per_a": 2.0, "homo_lumo_gap_ev": 8.4699, "symbols": ["N", "C", "S", "C", "C", "F", "H", "H", "H", "H"], "xyz": [[0.711, -0.080, 1.303], [-0.551, 0.046, 0.897], [-1.923, 0.323, 1.773], [-0.735, 0.026, -0.593], [0.353, -0.084, -1.403], [0.239, -0.215, -2.743], [1.321, -0.049, 0.538], [0.945, -0.082, 2.299], [-1.782, 0.086, -0.927], [1.422, 0.028, -1.144]]}

---

[3]
{"formula": "C5H8O", "method": "wB97M-V/def2-TZVPD", "smiles": "CC(=O)C1CC1", "fmax_ev_per_a": 0.7, "homo_lumo_gap_ev": 10.5660, "symbols": ["C", "C", "O", "C", "C", "C", "H", "H", "H", "H", "H", "H", "H", "H"], "xyz": [[-1.802, -0.193, 0.564], [-0.815, 0.850, -0.008], [-0.894, 2.027, 0.257], [0.282, 0.146, -0.747], [1.782, 0.267, -0.743], [1.096, -0.516, 0.332], [-2.754, -0.140, 0.034], [-1.458, -1.234, 0.508], [-1.982, 0.033, 1.617], [-0.100, -0.528, -1.511], [2.321, 1.162, -0.450], [2.268, -0.297, -1.538], [1.006, -1.588, 0.401], [1.049, 0.011, 1.283]]}

---

[4]
{"formula": "C2H9NO", "method": "wB97M-V/def2-TZVPD", "s_squared": 0.75, "spin_multiplicity": 2, "fmax_ev_per_a": 2.7, "charge": 1, "homo_lumo_gap_ev": [11.8240, 6.5258], "symbols": ["C", "C", "N", "H", "H", "H", "H", "H", "H", "H", "H", "H", "O"], "xyz": [[0.914, 0.544, 0.756], [0.345, -0.782, 0.278], [0.904, -1.284, -0.917], [0.970, 1.298, -0.020], [0.473, 0.799, 1.716], [1.933, 0.343, 1.100], [0.456, -1.588, 1.007], [-0.764, -0.706, 0.140], [0.659, -2.258, -1.116], [0.773, -0.740, -1.785], [-1.304, 1.094, -0.669], [-1.719, 1.660, 0.757], [-2.029, 1.281, -0.073]]}

---

[5]
{"formula": "C49H39BrCrINO2P3", "method": "wB97M-V/def2-TZVPD", "s_squared": 6.03, "spin_multiplicity": 5, "fmax_ev_per_a": 0.6, "charge": 1, "homo_lumo_gap_ev": [8.0798, 7.8412], "symbols": ["Cr", "O", "C", "O", "C", "C", "C", "C", "C", "C", "P", "C", "C", "C", "C", "C", "C", "C", "C", "C", "C", "C", "C", "H", "H", "H", "H", "H", "H", "H", "H", "H", "H", "H", "H", "H", "H", "N", "P", "C", "C", "C", "C", "C", "C", "C", "C", "C", "C", "C", "C", "P", "C", "C", "C", "C", "C", "C", "C", "C", "C", "C", "C", "C", "H", "H", "H", "H", "H", "H", "H", "H", "H", "H", "H", "H", "H", "H", "H", "H", "H", "H", "H", "H", "H", "Br", "C", "C", "C", "C", "C", "C", "I", "H", "H", "H", "H"], "xyz": [[-0.661, -0.131, -0.178], [-0.307, -3.615, -2.039], [-0.987, -2.924, -1.312], [-0.930, -1.621, -1.324], [-1.988, -3.564, -0.377], [-2.532, -4.772, -0.805], [-3.464, -5.444, -0.034], [-3.850, -4.930, 1.197], [-3.299, -3.742, 1.642], [-2.374, -3.046, 0.861], [-1.680, -1.526, 1.564], [-0.646, -2.060, 2.954], [-0.174, -1.110, 3.859], [0.672, -1.478, 4.889], [1.069, -2.804, 5.016], [0.615, -3.752, 4.115], [-0.242, -3.385, 3.085], [-3.109, -0.668, 2.287], [-3.444, -0.730, 3.635], [-4.543, -0.028, 4.111], [-5.314, 0.732, 3.245], [-4.993, 0.787, 1.895], [-3.894, 0.091, 1.421], [-2.208, -5.167, -1.756], [-3.889, -6.372, -0.390], [-4.572, -5.451, 1.807], [-3.595, -3.348, 2.606], [-0.462, -0.069, 3.767], [1.028, -0.733, 5.584], [1.731, -3.096, 5.819], [0.922, -4.784, 4.207], [-0.593, -4.135, 2.388], [-2.849, -1.318, 4.321], [-4.798, -0.080, 5.160], [-6.168, 1.277, 3.619], [-5.594, 1.371, 1.215], [-3.659, 0.139, 0.359], [0.709, 2.727, -0.332], [0.714, 1.536, -1.605], [0.831, 2.497, -3.113], [0.484, 1.877, -4.308], [0.641, 2.559, -5.504], [1.131, 3.856, -5.503], [1.472, 4.476, -4.310], [1.329, 3.798, -3.110], [2.314, 0.731, -1.342], [2.380, -0.642, -1.546], [3.585, -1.309, -1.347], [4.705, -0.603, -0.951], [4.641, 0.776, -0.760], [3.450, 1.445, -0.959], [0.155, 1.875, 1.073], [1.645, 1.512, 2.020], [2.400, 2.527, 2.610], [3.581, 2.221, 3.262], [4.013, 0.901, 3.333], [3.264, -0.113, 2.758], [2.080, 0.196, 2.104], [-0.763, 3.146, 1.965], [-0.392, 4.489, 1.862], [-1.091, 5.458, 2.565], [-2.159, 5.094, 3.371], [-2.534, 3.763, 3.473], [-1.842, 2.791, 2.766], [0.088, 3.505, -0.552], [0.086, 0.865, -4.311], [0.368, 2.077, -6.428], [1.246, 4.388, -6.437], [1.855, 5.485, -4.314], [1.618, 4.281, -2.187], [1.501, -1.198, -1.860], [3.637, -2.378, -1.502], [5.641, -1.121, -0.793], [5.522, 1.321, -0.452], [3.387, 2.511, -0.793], [2.069, 3.556, 2.561], [4.166, 3.008, 3.716], [4.937, 0.666, 3.843], [3.596, -1.139, 2.812], [1.505, -0.609, 1.651], [0.448, 4.783, 1.248], [-0.799, 6.495, 2.487], [-2.704, 5.851, 3.917], [-3.372, 3.478, 4.091], [-2.165, 1.764, 2.836], [-1.188, -0.369, -8.076], [0.090, -1.321, -7.068], [1.311, -1.600, -7.670], [2.285, -2.295, -6.976], [2.042, -2.717, -5.678], [0.826, -2.444, -5.073], [-0.156, -1.742, -5.771], [-1.930, -1.366, -4.766], [1.486, -1.272, -8.684], [3.228, -2.508, -7.455], [2.796, -3.267, -5.132], [0.616, -2.786, -4.071]]}

---

[6]
{"formula": "C5H10N5O2S2", "method": "wB97M-V/def2-TZVPD", "smiles": "CS(=O)(=O)N([NH+]=C(N)N)c1cncs1", "fmax_ev_per_a": 4.4, "charge": 1, "homo_lumo_gap_ev": [8.0276, 8.0266], "symbols": ["C", "S", "O", "O", "N", "N", "C", "N", "N", "C", "C", "N", "C", "S", "H", "H", "H", "H", "H", "H", "H", "H", "H", "H"], "xyz": [[-2.418, 1.776, -1.130], [-0.642, 1.374, -0.816], [-0.271, 1.872, 0.492], [0.211, 1.391, -1.946], [-0.565, -0.700, -0.305], [0.553, -1.094, -0.979], [1.789, -0.493, -1.014], [2.638, -1.012, -1.940], [2.244, 0.302, -0.077], [-0.596, -0.794, 1.034], [-1.737, -0.834, 1.783], [-1.545, -0.944, 3.146], [-0.293, -1.050, 3.434], [0.777, -0.976, 2.161], [-2.742, 2.355, -0.260], [-2.747, 2.309, -1.990], [-2.923, 0.870, -1.243], [0.384, -1.874, -1.539], [3.591, -0.520, -2.070], [2.399, -1.894, -2.480], [2.897, 0.997, -0.385], [1.452, 0.836, 0.489], [-2.682, -0.805, 1.288], [0.228, -1.091, 4.345]]}